ORCA calculation (ωB97M-V/def2-TZVPD) on a 4-piece molecular cluster, C2H5NO overall in a non-equilibrium geometry.

```
! wB97M-V def2-TZVPD RIJCOSX def2/J DEFGRID3
* xyz 0 1
C 1.082 0.142 -0.008
C -0.419 0.496 -0.172
H 1.366 -0.854 -1.056
H 1.406 -0.350 1.424
H 1.834 1.534 -0.189
H -0.860 -1.513 -0.236
H -2.290 -0.438 0.252
N -1.203 -0.582 0.000
O -0.915 1.566 -0.014
*
```

Calculated values
- DFT total energy: -209.0122 Ha
- Kohn-Sham gap: 10.07 eV
- Strongest force on any atom: 0.099 hartree/bohr
- E_LUMO: 0.13 eV

Results of the Löwdin charge analysis, in e, for atoms 1 through 2: atom 1 (C): -0.1191, atom 2 (C): -0.7871



ORCA calculation (ωB97M-V/def2-TZVPD) on C2H5NO as an isolated structure in a non-equilibrium geometry.

```
! wB97M-V def2-TZVPD RIJCOSX def2/J DEFGRID3
* xyz 0 1
C 0.485 1.506 0.773
C -1.019 -0.199 -0.223
N -0.063 0.506 0.153
O -1.075 -0.663 -1.479
H 1.188 1.184 1.517
H 0.187 2.628 0.518
H -0.015 -2.277 0.184
H 0.631 -2.114 0.654
H -0.319 -0.572 -2.098
*
```

Calculated values
- DFT total energy: -209.0428 Ha
- Kohn-Sham gap: 8.74 eV
- Strongest force on any atom: 0.064 hartree/bohr
- E_LUMO: 0.25 eV

Results of the Löwdin charge analysis, in e, for atoms 1 through 2: atom 1 (C): -0.0086, atom 2 (C): -0.2647



ORCA calculation (ωB97M-V/def2-TZVPD) on a 2-piece molecular cluster, C2H5NO overall.

```
! wB97M-V def2-TZVPD RIJCOSX def2/J DEFGRID3
* xyz 0 1
C -1.458 -0.238 -0.039
N -0.027 -0.039 -0.010
C 0.592 0.993 0.117
O 1.277 1.937 0.236
H -1.913 0.135 0.884
H -1.667 -1.303 -0.133
H -1.897 0.287 -0.892
H 2.897 -0.634 -0.186
H 2.310 -0.998 0.087
*
```

Calculated values
- DFT total energy: -209.1608 Ha
- SMILES: CN=C=O.[H][H]
- Kohn-Sham gap: 11.16 eV
- Strongest force on any atom: 0.014 hartree/bohr
- E_LUMO: 0.75 eV

Results of the Löwdin charge analysis, in e, for atoms 1 through 2: atom 1 (C): -0.0994, atom 2 (N): 0.0337



ORCA calculation (ωB97M-V/def2-TZVPD) on an isolated molecule of C2H5NO.

```
! wB97M-V def2-TZVPD RIJCOSX def2/J DEFGRID3
* xyz 0 1
C -1.142 -0.105 0.385
C 0.094 0.165 -0.065
N 1.267 -0.402 0.353
O 0.344 1.120 -1.006
H -1.352 -0.957 1.018
H -1.947 0.595 0.187
H 2.064 -0.400 -0.261
H 1.251 -1.051 1.119
H -0.504 1.302 -1.430
*
```

Calculated values
- DFT total energy: -209.1814 Ha
- SMILES: C=C(N)O
- Kohn-Sham gap: 8.97 eV
- Strongest force on any atom: 0.005 hartree/bohr
- E_LUMO: 0.93 eV

Results of the Löwdin charge analysis, in e, for atoms 1 through 2: atom 1 (C): 0.0068, atom 2 (C): -0.5546



ORCA calculation (ωB97M-V/def2-TZVPD) on a 2-piece molecular cluster, C2H5NO overall in a non-equilibrium geometry.

```
! wB97M-V def2-TZVPD RIJCOSX def2/J DEFGRID3
* xyz 0 1
C 1.360 -0.494 -0.227
C -0.795 -0.070 0.533
N 0.203 -0.862 0.093
O -1.801 -0.026 -0.295
H 2.158 -0.997 -0.774
H 1.307 0.712 -0.190
H 0.215 1.759 0.402
H -1.105 -0.076 1.637
H -1.543 0.054 -1.178
*
```

Calculated values
- DFT total energy: -209.0251 Ha
- Kohn-Sham gap (alpha / beta): 8.72 / 8.72 eV
- Strongest force on any atom: 0.076 hartree/bohr
- E_LUMO (alpha / beta): 0.51 / 0.51 eV

Results of the Löwdin charge analysis, in e, for atoms 1 through 2: atom 1 (C): -0.0316, atom 2 (C): -0.3665



ORCA calculation (ωB97M-V/def2-TZVPD) on an isolated molecule of C2H5NO in a non-equilibrium geometry.

```
! wB97M-V def2-TZVPD RIJCOSX def2/J DEFGRID3
* xyz 0 1
C -1.165 -0.094 0.197
C 0.143 0.116 -0.148
N 1.263 -0.486 0.302
O 0.293 1.059 -1.101
H -1.529 -1.032 0.571
H -1.701 0.810 0.474
H 2.166 -0.336 -0.119
H 1.204 -1.017 1.153
H -0.673 0.980 -1.328
*
```

Calculated values
- DFT total energy: -209.1509 Ha
- SMILES: C=C(N)O
- Kohn-Sham gap: 8.74 eV
- Strongest force on any atom: 0.030 hartree/bohr
- E_LUMO: 0.92 eV

Results of the Löwdin charge analysis, in e, for atoms 1 through 2: atom 1 (C): -0.0324, atom 2 (C): -0.5633



ORCA calculation (ωB97M-V/def2-TZVPD) on a 2-piece molecular cluster, C2H5NO overall in a non-equilibrium geometry.

```
! wB97M-V def2-TZVPD RIJCOSX def2/J DEFGRID3
* xyz 0 1
C -0.329 -0.165 -0.003
C 0.495 1.021 -0.043
N 0.042 -1.383 0.042
O -2.585 0.256 0.036
H 1.571 0.818 -0.014
H 0.235 1.582 -0.940
H 0.198 1.658 0.791
H 1.027 -1.668 0.046
H -0.654 -2.118 0.085
*
```

Calculated values
- DFT total energy: -208.9663 Ha
- Kohn-Sham gap (alpha / beta): 8.64 / 8.56 eV
- Strongest force on any atom: 0.081 hartree/bohr
- E_LUMO (alpha / beta): 0.24 / 0.11 eV

Results of the Löwdin charge analysis, in e, for atoms 1 through 2: atom 1 (C): -0.1962, atom 2 (C): -0.0893



ORCA calculation (ωB97M-V/def2-TZVPD) on an isolated molecule of C2H5NO in a non-equilibrium geometry.

```
! wB97M-V def2-TZVPD RIJCOSX def2/J DEFGRID3
* xyz 0 1
C -0.073 0.330 -1.009
C 0.671 0.044 0.282
N -0.246 -0.555 1.209
O 1.843 0.238 0.576
H 0.602 0.416 -1.926
H -0.792 -0.452 -1.226
H -0.607 1.328 -0.899
H -0.213 -0.579 2.216
H -1.185 -0.771 0.777
*
```

Calculated values
- DFT total energy: -209.2056 Ha
- SMILES: CC(N)=O
- Kohn-Sham gap: 10.90 eV
- Strongest force on any atom: 0.054 hartree/bohr
- E_LUMO: 0.85 eV

Results of the Löwdin charge analysis, in e, for atoms 1 through 2: atom 1 (C): -0.0408, atom 2 (C): -0.5471



ORCA calculation (ωB97M-V/def2-TZVPD) on an isolated molecule of C2H5NO.

```
! wB97M-V def2-TZVPD RIJCOSX def2/J DEFGRID3
* xyz 0 1
C -1.148 0.016 0.039
C 0.308 0.447 0.008
N 1.278 -0.523 -0.232
O 0.608 1.623 0.063
H -1.628 0.388 0.948
H -1.318 -1.059 -0.064
H -1.634 0.522 -0.804
H 2.187 -0.093 -0.334
H 1.347 -1.322 0.377
*
```

Calculated values
- DFT total energy: -209.2153 Ha
- SMILES: CC(N)=O
- Kohn-Sham gap: 10.82 eV
- Strongest force on any atom: 0.012 hartree/bohr
- E_LUMO: 0.94 eV

Results of the Löwdin charge analysis, in e, for atoms 1 through 2: atom 1 (C): -0.0171, atom 2 (C): -0.5773



ORCA calculation (ωB97M-V/def2-TZVPD) on C2H5NO as an isolated structure in a non-equilibrium geometry.

```
! wB97M-V def2-TZVPD RIJCOSX def2/J DEFGRID3
* xyz 0 1
O -1.231 -1.493 -0.153
C -0.788 -0.499 0.420
C -0.425 0.737 -0.190
N 1.177 -0.217 0.112
H -0.670 -0.691 1.489
H -0.201 1.636 0.370
H -0.753 0.769 -1.231
H 1.113 -0.820 -0.710
H 1.778 0.579 -0.106
*
```

Calculated values
- DFT total energy: -209.1024 Ha
- Kohn-Sham gap: 9.93 eV
- Strongest force on any atom: 0.086 hartree/bohr
- E_LUMO: 0.54 eV

Results of the Löwdin charge analysis, in e, for atoms 1 through 2: atom 1 (O): -0.0204, atom 2 (C): -0.4842



It is found that the energy above the lowest of the compared OMol25 structures with the same formula, charge and spin values, taken in the order of the records, are 131.8; 112.7; 38.6; 25.7; 123.7; 44.9; 160.6; 10.5; 4.4; 75.3 kcal/mol.